This record from the Open Molecules 2025 dataset describes a cluster of 11 separate species, C66H125N4O36P7 in total in a non-equilibrium geometry. The level of theory is the ωB97M-V functional and the def2-TZVPD basis.

Last columns: bonded neighbours and bond lengths (Å).
CARTESIAN COORDINATES (ANGSTROEM)
1 O 17.78 27.12 17.88  N2 1.208
2 N 17.40 27.67 16.88  O1 1.208, O3 1.234, C4 1.528
3 O 17.83 27.47 15.74  N2 1.234
4 C 16.35 28.78 17.03  N2 1.528, C5 1.414, C9 1.382
5 C 15.59 29.25 15.93  C4 1.414, C6 1.415, H10 1.098
6 C 14.78 30.38 16.17  C5 1.415, C7 1.399, H11 1.095
7 C 14.73 31.01 17.42  C6 1.399, C8 1.411, H12 1.124
8 C 15.48 30.44 18.47  C7 1.411, C9 1.420, H13 1.107
9 C 16.25 29.26 18.32  C4 1.382, C8 1.420, H14 1.062
10 H 15.45 28.65 15.02  C5 1.098
11 H 14.21 30.80 15.33  C6 1.095
12 H 14.12 31.94 17.58  C7 1.124
13 H 15.44 30.96 19.44  C8 1.107
14 H 16.81 28.84 19.12  C9 1.062
15 O 13.92 19.71 11.36  N16 1.219
16 N 13.32 20.50 10.64  O15 1.219, O17 1.223, C18 1.441
17 O 13.65 21.66 10.42  N16 1.223
18 C 12.13 19.92 10.08  N16 1.441, C19 1.350, C23 1.356
19 C 11.87 18.61 10.32  C18 1.350, C20 1.369, H24 1.097
20 C 10.65 18.12 9.96  C19 1.369, C21 1.411, H25 1.099
21 C 9.69 18.93 9.32  C20 1.411, C22 1.417, H26 1.071
22 C 10.09 20.25 8.99  C21 1.417, C23 1.386, H27 1.078
23 C 11.33 20.74 9.35  C18 1.356, C22 1.386, H28 1.085
24 H 12.62 17.90 10.68  C19 1.097
25 H 10.34 17.07 10.07  C20 1.099
26 H 8.72 18.56 9.03  C21 1.071
27 H 9.42 20.84 8.39  C22 1.078
28 H 11.57 21.78 9.14  C23 1.085
29 O 10.67 20.47 12.69  N30 1.231
30 N 9.97 21.46 12.92  O29 1.231, O31 1.178, C32 1.429
31 O 8.80 21.38 13.04  N30 1.178
32 C 10.58 22.72 13.17  N30 1.429, C33 1.383, C37 1.399
33 C 11.91 22.90 12.80  C32 1.383, C34 1.394, H38 1.106
34 C 12.52 24.15 12.88  C33 1.394, C35 1.396, H39 1.095
35 C 11.76 25.19 13.42  C34 1.396, C36 1.395, H40 1.105
36 C 10.41 25.04 13.75  C35 1.395, C37 1.391, H41 1.094
37 C 9.80 23.80 13.60  C32 1.399, C36 1.391, H42 1.079
38 H 12.36 21.90 12.66  C33 1.106
39 H 13.52 24.30 12.47  C34 1.095
40 H 12.25 26.17 13.60  C35 1.105
41 H 9.82 25.91 14.04  C36 1.094
42 H 8.77 23.51 13.74  C37 1.079
43 O 13.43 19.87 16.19  N44 1.206
44 N 12.34 20.38 16.07  O43 1.206, O45 1.250, C46 1.437
45 O 11.42 19.85 15.42  N44 1.250
46 C 12.05 21.55 16.86  N44 1.437, C47 1.368, C51 1.412
47 C 13.02 22.03 17.69  C46 1.368, C48 1.385, H52 1.106
48 C 12.74 23.15 18.45  C47 1.385, C49 1.373, H53 1.115
49 C 11.49 23.72 18.44  C48 1.373, C50 1.372, H54 1.119
50 C 10.51 23.29 17.58  C49 1.372, C51 1.395, H55 1.104
51 C 10.80 22.20 16.76  C46 1.412, C50 1.395, H56 1.115
52 H 13.95 21.44 17.79  C47 1.106
53 H 13.54 23.59 19.10  C48 1.115
54 H 11.28 24.60 19.09  C49 1.119
55 H 9.56 23.86 17.55  C50 1.104
56 H 10.08 21.78 16.02  C51 1.115
57 C 20.23 30.05 10.21  C58 1.564, H68 1.110, H69 1.115, H70 1.112
58 C 19.24 31.05 10.88  C57 1.564, O59 1.469, H71 1.068, H72 1.094
59 O 19.07 30.64 12.28  C58 1.469, P60 1.578
60 P 20.24 30.75 13.33  O59 1.578, O61 1.486, O62 1.601, O65 1.572
61 O 21.31 31.76 13.07  P60 1.486
62 O 20.83 29.27 13.29  P60 1.601, C63 1.428
63 C 21.49 28.80 14.47  O62 1.428, C64 1.557, H73 1.082, H74 1.130
64 C 22.08 27.39 14.18  C63 1.557, H75 1.133, H76 1.113, H77 1.063
65 O 19.46 30.89 14.69  P60 1.572, C66 1.455
66 C 19.96 31.58 15.87  O65 1.455, C67 1.451, H78 1.088, H79 1.076
67 C 18.79 31.99 16.62  C66 1.451, H80 1.077, H81 1.101, H82 1.125
68 H 19.85 29.01 10.19  C57 1.110
69 H 20.40 30.30 9.13  C57 1.115
70 H 21.22 30.01 10.72  C57 1.112
71 H 19.53 32.08 10.83  C58 1.068
72 H 18.21 30.97 10.52  C58 1.094
73 H 22.27 29.44 14.86  C63 1.082
74 H 20.73 28.66 15.29  C63 1.130
75 H 22.66 27.28 13.21  C64 1.133
76 H 22.64 27.13 15.10  C64 1.113
77 H 21.24 26.74 14.15  C64 1.063
78 H 20.61 30.90 16.42  C66 1.088
79 H 20.57 32.42 15.58  C66 1.076
80 H 18.14 31.16 16.81  C67 1.077
81 H 18.85 32.51 17.59  C67 1.101
82 H 18.18 32.68 15.96  C67 1.125
83 C 16.85 23.05 10.57  C84 1.487, H94 1.129, H95 1.075, H96 1.118
84 C 16.30 24.40 10.25  C83 1.487, O85 1.496, H97 1.099, H98 1.113
85 O 15.74 25.02 11.49  C84 1.496, P86 1.613
86 P 15.29 26.56 11.41  O85 1.613, O87 1.457, O88 1.591, O91 1.563
87 O 14.58 26.91 12.63  P86 1.457
88 O 16.65 27.34 11.11  P86 1.591, C89 1.484
89 C 17.59 27.57 12.23  O88 1.484, C90 1.515, H99 1.108, H100 1.115
90 C 18.46 26.43 12.73  C89 1.515, H101 1.079, H102 1.092, H103 1.043
91 O 14.51 26.56 10.06  P86 1.563, C92 1.408
92 C 13.56 27.55 9.73  O91 1.408, C93 1.552, H104 1.127, H105 1.087
93 C 12.22 26.91 9.28  C92 1.552, H106 1.078, H107 1.096, H108 1.136
94 H 17.60 23.27 11.39  C83 1.129
95 H 16.13 22.36 10.96  C83 1.075
96 H 17.42 22.66 9.69  C83 1.118
97 H 17.16 25.00 9.95  C84 1.099
98 H 15.42 24.36 9.58  C84 1.113
99 H 18.10 28.47 11.85  C89 1.108
100 H 16.94 28.00 13.02  C89 1.115
101 H 19.04 26.87 13.53  C90 1.079
102 H 17.81 25.68 13.17  C90 1.092
103 H 19.06 26.03 11.97  C90 1.043
104 H 13.37 28.24 10.59  C92 1.127
105 H 13.87 28.10 8.84  C92 1.087
106 H 12.36 26.25 8.44  C93 1.078
107 H 11.69 26.42 10.11  C93 1.096
108 H 11.74 27.84 8.84  C93 1.136
109 C 17.56 13.85 13.06  C110 1.496, H120 1.073, H121 1.105, H122 1.093
110 C 18.84 14.60 12.90  C109 1.496, O111 1.418, H123 1.107, H124 1.113
111 O 18.81 15.93 13.36  C110 1.418, P112 1.634
112 P 17.79 16.99 12.64  O111 1.634, O113 1.500, O114 1.580, O117 1.547
113 O 17.52 16.68 11.19  P112 1.500
114 O 16.59 16.90 13.66  P112 1.580, C115 1.442
115 C 15.54 17.88 13.57  O114 1.442, C116 1.508, H125 1.082, H126 1.099
116 C 14.37 17.13 12.99  C115 1.508, H127 1.075, H128 1.103, H129 1.076
117 O 18.32 18.41 12.95  P112 1.547, C118 1.481
118 C 19.08 19.17 11.93  O117 1.481, C119 1.534, H130 1.134, H131 1.086
119 C 18.09 20.07 11.18  C118 1.534, H132 1.057, H133 1.055, H134 1.070
120 H 17.15 13.90 14.05  C109 1.073
121 H 16.92 14.28 12.27  C109 1.105
122 H 17.73 12.81 12.79  C109 1.093
123 H 19.67 14.19 13.52  C110 1.107
124 H 19.05 14.54 11.81  C110 1.113
125 H 15.56 18.14 14.62  C115 1.082
126 H 15.85 18.80 13.06  C115 1.099
127 H 14.21 16.21 13.53  C116 1.075
128 H 13.46 17.73 13.13  C116 1.103
129 H 14.52 17.03 11.93  C116 1.076
130 H 19.78 19.82 12.55  C118 1.134
131 H 19.67 18.51 11.31  C118 1.086
132 H 18.64 20.64 10.48  C119 1.057
133 H 17.43 19.56 10.54  C119 1.055
134 H 17.63 20.73 11.90  C119 1.070
135 C 20.72 23.54 13.41  C136 1.499, H146 1.077, H147 1.059, H148 1.097
136 C 20.88 22.07 13.68  C135 1.499, O137 1.484, H149 1.103, H150 1.065
137 O 22.03 21.91 14.61  C136 1.484, P138 1.578
138 P 22.12 20.56 15.41  O137 1.578, O139 1.458, O140 1.651, O143 1.569
139 O 23.47 20.36 15.95  P138 1.458
140 O 20.84 20.50 16.46  P138 1.651, C141 1.501
141 C 21.08 20.90 17.88  O140 1.501, C142 1.539, H151 1.116, H152 1.082
142 C 21.47 19.75 18.82  C141 1.539, H153 1.089, H154 1.093, H155 1.110
143 O 21.72 19.51 14.32  P138 1.569, C144 1.516
144 C 21.30 18.15 14.84  O143 1.516, C145 1.557, H156 1.109, H157 1.049
145 C 22.06 17.02 14.08  C144 1.557, H158 1.084, H159 1.074, H160 1.079
146 H 20.35 24.24 14.14  C135 1.077
147 H 21.62 23.99 13.08  C135 1.059
148 H 19.98 23.71 12.62  C135 1.097
149 H 20.03 21.59 14.19  C136 1.103
150 H 21.17 21.47 12.85  C136 1.065
151 H 21.80 21.76 17.81  C141 1.116
152 H 20.13 21.32 18.18  C141 1.082
153 H 21.36 20.11 19.84  C142 1.089
154 H 20.82 18.87 18.80  C142 1.093
155 H 22.52 19.46 18.59  C142 1.110
156 H 21.58 18.14 15.91  C144 1.109
157 H 20.25 18.10 14.79  C144 1.049
158 H 21.61 16.06 14.31  C145 1.084
159 H 22.03 17.15 13.01  C145 1.074
160 H 23.08 17.07 14.43  C145 1.079
161 C 12.60 15.29 17.23  C162 1.565, H172 1.075, H173 1.067, H174 1.083
162 C 13.25 16.53 16.52  C161 1.565, O163 1.436, H175 1.077, H176 1.122
163 O 14.68 16.60 16.61  C162 1.436, P164 1.613
164 P 15.19 17.12 18.05  O163 1.613, O165 1.458, O166 1.582, O169 1.554
165 O 14.29 17.96 18.83  P164 1.458
166 O 16.55 17.81 17.63  P164 1.582, C167 1.464
167 C 16.36 19.11 16.98  O166 1.464, C168 1.607, H177 1.094, H178 1.105
168 C 17.82 19.51 16.46  C167 1.607, H179 1.087, H180 1.063, H181 1.122
169 O 15.67 15.82 18.77  P164 1.554, C170 1.545
170 C 16.59 14.83 18.03  O169 1.545, C171 1.491, H182 1.088, H183 1.082
171 C 16.99 13.80 19.03  C170 1.491, H184 1.067, H185 1.095, H186 1.086
172 H 12.71 15.44 18.28  C161 1.075
173 H 11.57 15.29 16.95  C161 1.067
174 H 12.98 14.33 16.90  C161 1.083
175 H 12.98 16.54 15.48  C162 1.077
176 H 12.78 17.42 17.00  C162 1.122
177 H 15.62 19.04 16.17  C167 1.094
178 H 16.02 19.84 17.74  C167 1.105
179 H 18.22 18.79 15.75  C168 1.087
180 H 17.82 20.48 16.02  C168 1.063
181 H 18.54 19.47 17.32  C168 1.122
182 H 16.04 14.59 17.12  C170 1.088
183 H 17.43 15.45 17.72  C170 1.082
184 H 16.09 13.30 19.28  C171 1.067
185 H 17.67 13.04 18.62  C171 1.095
186 H 17.52 14.18 19.90  C171 1.086
187 C 15.25 25.08 21.05  C188 1.570, H198 1.075, H199 1.090, H200 1.157
188 C 16.49 25.93 20.57  C187 1.570, O189 1.436, H201 1.074, H202 1.114
189 O 16.65 27.14 21.33  C188 1.436, P190 1.518
190 P 17.96 27.82 21.68  O189 1.518, O191 1.470, O192 1.603, O195 1.546
191 O 18.11 29.20 21.19  P190 1.470
192 O 18.01 27.81 23.28  P190 1.603, C193 1.454
193 C 17.41 28.91 24.01  O192 1.454, C194 1.528, H203 1.085, H204 1.076
194 C 15.89 28.81 23.94  C193 1.528, H205 1.108, H206 1.090, H207 1.095
195 O 19.05 26.80 21.26  P190 1.546, C196 1.474
196 C 20.45 27.22 21.09  O195 1.474, C197 1.496, H208 1.048, H209 1.038
197 C 20.97 27.68 22.42  C196 1.496, H210 1.110, H211 1.093, H212 1.167
198 H 14.34 25.65 21.06  C187 1.075
199 H 15.26 24.16 20.48  C187 1.090
200 H 15.40 24.78 22.16  C187 1.157
201 H 17.39 25.35 20.63  C188 1.074
202 H 16.36 26.17 19.49  C188 1.114
203 H 17.78 28.84 25.03  C193 1.085
204 H 17.81 29.83 23.62  C193 1.076
205 H 15.46 29.09 22.96  C194 1.108
206 H 15.56 27.78 24.09  C194 1.090
207 H 15.41 29.39 24.73  C194 1.095
208 H 20.91 26.35 20.75  C196 1.048
209 H 20.43 27.84 20.26  C196 1.038
210 H 20.73 28.74 22.67  C197 1.110
211 H 20.60 27.01 23.20  C197 1.093
212 H 22.13 27.54 22.51  C197 1.167
213 C 20.08 24.08 17.65  C214 1.516, H224 1.056, H225 1.085, H226 1.107
214 C 18.66 23.72 18.04  C213 1.516, O215 1.471, H227 1.136, H228 1.124
215 O 17.91 23.82 16.78  C214 1.471, P216 1.567
216 P 16.35 23.79 16.88  O215 1.567, O217 1.456, O218 1.604, O221 1.589
217 O 15.82 23.64 18.23  P216 1.456
218 O 15.98 25.15 16.12  P216 1.604, C219 1.443
219 C 14.61 25.41 15.75  O218 1.443, C220 1.543, H229 1.070, H230 1.079
220 C 13.87 26.05 16.94  C219 1.543, H231 1.078, H232 1.111, H233 1.101
221 O 15.81 22.67 15.88  P216 1.589, C222 1.431
222 C 16.16 22.63 14.50  O221 1.431, C223 1.506, H234 1.095, H235 1.084
223 C 15.30 21.55 13.89  C222 1.506, H236 1.108, H237 1.102, H238 1.083
224 H 20.41 23.37 16.94  C213 1.056
225 H 20.11 25.04 17.16  C213 1.085
226 H 20.88 24.02 18.42  C213 1.107
227 H 18.57 22.67 18.48  C214 1.136
228 H 18.30 24.45 18.81  C214 1.124
229 H 14.64 26.00 14.86  C219 1.070
230 H 14.07 24.49 15.62  C219 1.079
231 H 14.26 27.03 17.16  C220 1.078
232 H 12.79 26.11 16.68  C220 1.111
233 H 13.88 25.39 17.83  C220 1.101
234 H 15.93 23.63 14.11  C222 1.095
235 H 17.21 22.38 14.49  C222 1.084
236 H 15.70 21.33 12.88  C223 1.108
237 H 15.38 20.66 14.53  C223 1.102
238 H 14.28 21.85 13.71  C223 1.083

- energy relative to the best compared isomer or geometry (same formula, charge and spin) (eV) = 0.638
- multiplicity = 1
- SMILES = O=[N+]([O-])c1ccccc1.O=[N+]([O-])c1ccccc1.O=[N+]([O-])c1ccccc1.O=[N+]([O-])c1ccccc1.CCOP(=O)(OCC)OCC.CCOP(=O)(OCC)OCC.CCOP(=O)(OCC)OCC.CCOP(=O)(OCC)OCC.CCOP(=O)(OCC)OCC.CCOP(=O)(OCC)OCC.CCOP(=O)(OCC)OCC
- gap between HOMO and LUMO (eV) = 9.0
- total charge = 0
- energy (Ha) = -7907.30528